No. 1
Entry from the OMol25 dataset: the ion C27H37N4O4S2 with charge +1 at a distorted geometry (ωB97M-V/def2-TZVPD).

The geometry in XYZ format:
```
74
Properties=species:S:1:pos:R:3:forces:R:3
C 0.92431 1.98347 1.26215 0.066 0.177 -0.227
C -5.92590 -0.38488 -0.00381 -0.137 0.016 -0.218
H -6.83726 1.47432 -0.65051 -0.142 0.056 -0.059
H -1.51186 -2.33400 1.12796 -0.072 -0.063 -0.014
C 1.45968 -1.14256 -1.14468 -0.477 -0.276 -0.548
H 2.75457 -0.68046 2.80130 -0.005 -0.055 -0.063
S -2.57208 0.33584 0.15202 0.692 0.422 -0.301
C -0.35300 1.45475 1.32038 -0.139 -0.053 0.152
C -4.27989 2.31702 -0.02332 -0.215 0.432 0.638
H -4.91466 1.36167 -2.32065 0.123 0.028 0.085
H 4.91885 -2.10789 0.22142 -0.014 0.083 -0.044
H -0.99935 -3.40665 -3.00251 -0.081 -0.072 -0.048
H -3.48908 2.81661 0.54495 -0.121 0.228 -0.031
C -5.29561 -0.56544 -1.38662 0.007 0.050 0.089
H -6.73631 -1.11085 0.08500 0.064 -0.036 0.051
H -5.18598 -0.62889 0.76080 -0.116 -0.091 0.059
O 3.60361 3.33930 0.58374 0.017 0.175 0.199
C -0.97078 -2.59588 2.03395 0.358 0.006 -0.210
H -4.73123 -1.49924 -1.38160 -0.047 -0.030 -0.112
H -4.64605 3.01347 -0.78427 0.125 -0.043 0.025
H 1.00598 -3.25411 2.61707 -0.069 -0.074 -0.147
H 6.62075 0.59801 -0.80520 0.005 -0.094 -0.005
C 2.68306 0.67207 -1.45852 -0.315 -0.724 -0.317
C 3.66006 -0.10891 2.60817 -0.229 0.166 0.531
H 3.59484 -2.45095 1.33802 -0.030 0.072 -0.006
O 1.17087 -2.29457 0.87113 0.097 0.275 -0.225
H 1.54096 2.02206 2.14616 0.074 -0.026 0.088
H -0.76087 1.05444 2.23468 0.015 -0.042 0.164
H -4.99216 1.40444 1.78180 -0.070 0.081 0.044
H -6.07912 -0.64916 -2.14260 0.015 -0.053 -0.037
C 0.60465 2.48238 -1.07453 -0.034 0.110 0.229
O -2.17517 -0.81030 -0.62356 -0.356 0.145 -0.314
H 5.22769 -2.12289 1.96407 0.011 0.122 0.020
N 4.16246 -0.43609 1.26851 -0.189 0.078 -0.104
H 5.05495 1.71224 -2.35147 0.036 0.050 0.071
N 2.31410 -0.22801 -0.60273 0.259 0.426 -0.151
C -1.11721 1.39247 0.17177 -0.361 -0.252 0.090
C 1.20259 -0.94502 -2.51282 0.208 0.095 0.325
O -2.95020 0.11211 1.51841 -0.103 0.303 0.021
H -0.88448 -1.69566 2.63609 -0.001 0.094 0.081
C 0.40424 -3.16065 1.70811 -0.349 -0.235 0.323
C -5.41618 1.92374 0.92132 -0.034 0.077 -0.226
H -7.30912 0.94654 0.96012 -0.041 0.050 -0.079
H 6.19590 0.04232 1.39604 -0.129 -0.020 0.056
C 4.87621 1.72672 -1.27328 0.405 -0.067 -0.031
N 3.44338 1.75372 -1.03213 0.251 0.245 -0.300
H 3.43030 0.95216 2.67041 0.039 0.008 -0.091
C -4.35847 0.57584 -1.80446 -0.075 -0.697 -0.487
C 2.90819 2.61300 -0.08151 -0.188 -0.073 0.084
C -0.29587 -2.76486 -2.49684 0.112 0.185 -0.241
C 4.50043 -1.86446 1.19486 0.099 -0.619 -0.080
C 1.43375 2.42230 0.04489 -0.452 0.270 0.309
H 0.13464 -1.60427 -4.25629 -0.062 -0.027 -0.133
C 0.32989 -1.76097 -3.20875 -0.152 -0.150 -0.131
H -3.60163 0.18266 -2.48844 -0.200 0.077 -0.134
C -0.06105 -2.97394 -1.14204 0.186 -0.054 0.432
C 5.30791 0.43005 0.89095 0.482 0.354 -0.245
C -6.46589 1.02220 0.27130 0.136 -0.092 0.262
H 5.11901 1.43785 1.26677 -0.067 -0.117 0.097
H -1.54387 -3.33186 2.58950 -0.088 -0.080 0.086
H -5.88703 2.84299 1.27567 0.048 0.036 0.045
H 5.27640 2.65355 -0.85709 -0.029 -0.103 -0.116
H 3.33263 -0.30114 0.56204 0.339 -0.023 0.399
C -0.67282 1.95740 -1.00968 0.006 0.057 -0.106
C 0.82425 -2.17653 -0.43522 0.060 0.003 -0.297
C 5.55006 0.51172 -0.62109 -0.152 0.202 -0.010
H 0.32664 -4.15112 1.24775 0.087 0.071 0.032
H 4.40783 -0.34919 3.36410 0.048 -0.021 -0.077
H -1.31607 1.94398 -1.87493 -0.053 0.047 -0.168
H 0.97236 2.91270 -1.99417 0.008 -0.029 -0.078
N -3.64713 1.21776 -0.71949 0.768 -0.621 0.578
H -0.60069 -3.76397 -0.64887 -0.058 -0.082 0.110
S 2.09770 0.43980 -3.08615 0.102 -0.194 0.485
H 5.20842 -0.40031 -1.11356 0.099 -0.080 -0.048
```
Forces are in eV/Å.

As for the charge: +1. The strongest force on any atom comes out at 1.1 eV Å⁻¹. The SMILES is CCOc1cccc2sc(N(CCC[NH+](C)C)C(=O)c3ccc(S(=O)(=O)N4CCCCCC4)cc3)nc12. For the total energy, the calculation gives -2367.2175 hartree. Its HOMO energy is -11.1 eV.



No. 2
Entry from the OMol25 dataset: a structure of composition C46H43N5O8P2SY at a distorted geometry (ωB97M-V/def2-TZVPD).

The geometry in XYZ format:
```
106
Properties=species:S:1:pos:R:3:forces:R:3
C -3.03098 1.74909 -2.77610 0.003 0.022 0.042
H -0.87602 7.25409 1.48378 0.005 -0.008 -0.018
C -1.80555 -3.15105 -1.97544 0.464 -0.966 -1.468
H -2.66132 -3.20214 -1.31223 0.016 -0.059 0.013
H -2.25905 -2.25021 0.86463 -0.576 0.008 -0.157
C -2.94855 -1.25602 4.51112 0.018 0.248 0.134
C 0.81031 -5.41870 0.31097 0.306 0.147 -0.052
H -2.41322 -4.74101 1.07578 -0.112 0.013 -0.229
H -2.72608 -3.33727 4.97120 0.009 -0.029 -0.029
C 1.08574 1.85038 -3.76256 0.278 0.646 0.083
O 4.16351 -1.10294 0.39803 -0.276 -0.210 0.307
C 0.14298 4.19317 3.60189 -0.088 0.157 0.175
C 1.72062 0.12423 4.48321 -0.047 0.278 -0.178
C 3.86513 0.28631 -2.12658 -0.359 -0.120 0.236
C -1.54437 -6.68435 1.04153 0.056 0.007 -0.077
O -0.44001 -0.00400 1.87078 -1.791 0.086 -1.817
H 1.25220 -3.05132 -4.67930 0.069 -0.190 0.170
H 1.46850 2.86842 -3.87756 0.043 -0.033 0.041
S -0.22398 -2.84476 0.31659 2.049 -3.526 -1.803
H -0.69218 5.04753 0.43182 0.120 0.048 -0.044
C -0.91258 -3.26029 -4.39734 -0.316 -1.367 1.543
H -5.22280 -0.61780 0.75961 0.056 -0.002 0.014
H 2.81607 2.86214 2.02236 0.023 -0.021 -0.055
H 1.07813 1.37622 -4.73772 0.148 0.101 -0.073
C -1.51262 -5.30463 0.89923 0.084 -0.126 -0.218
C -2.66419 -0.62894 2.17017 -0.514 -0.170 1.319
O 5.86887 -0.61674 -1.25813 0.508 0.178 -0.568
P 0.18892 2.41549 1.36184 -2.831 0.249 2.127
C -5.92074 2.87930 2.19577 -0.056 -0.251 -0.022
H -3.11416 0.72559 3.78786 0.012 0.060 -0.117
C 0.41535 -3.06723 -3.98752 -0.137 -4.291 -2.007
C 1.93792 1.09598 -2.81847 -0.254 -0.414 0.907
N 1.65520 0.51030 -1.62895 1.997 1.147 -2.030
H -7.51413 0.01945 1.35415 0.014 -0.018 -0.003
H 1.67872 -7.37644 0.27950 -0.004 0.029 -0.007
H -3.70336 2.03460 -1.96654 0.072 0.096 0.006
O 5.93767 0.41340 -3.21583 -0.453 0.224 -0.208
O 1.24904 -2.53499 0.47831 -3.269 -4.034 -1.071
H -3.01137 -3.43708 -3.77539 0.014 -0.084 0.019
H 0.41503 3.35742 4.23148 0.084 -0.099 -0.160
H 3.69547 1.30546 -3.94345 0.088 -0.042 0.044
C -0.51788 -2.97658 -1.46955 -0.890 -5.247 4.224
C -2.44507 -1.95738 1.87321 -1.128 -0.565 1.005
H -2.46554 -7.17697 1.32993 0.000 0.040 -0.003
C -1.73062 1.26502 -2.22664 0.471 -0.292 -0.154
H -1.13413 -3.39285 -5.44962 -0.027 -0.090 0.023
H 1.70046 -2.77831 -2.08719 -0.049 0.209 -0.116
C -0.48093 5.14530 1.49186 0.033 -0.007 0.198
O -1.75356 2.88700 -0.81148 1.427 3.090 -5.009
C 0.77919 -6.79816 0.45229 -0.138 0.059 -0.049
H -6.11963 3.86398 2.60053 0.039 0.010 0.010
H 5.18766 -0.86618 -0.51057 -0.508 0.013 0.227
C -2.46827 -2.92527 2.88839 -0.050 0.374 -0.393
C 3.01428 -0.68823 0.08257 0.233 0.358 0.322
C -0.10763 4.02542 2.24178 0.624 0.385 -0.623
H -2.29107 -3.95546 2.65758 0.076 -0.148 0.067
C -6.70502 0.72510 1.49773 0.057 -0.081 0.003
C 2.87587 0.02008 -1.21683 0.490 -0.317 0.087
H 0.07866 1.92025 -3.40665 0.029 0.326 0.097
H -0.40524 7.52674 3.89578 0.030 0.012 -0.014
O -0.10768 -1.94584 -2.84353 0.463 14.614 -6.065
C -5.40691 0.37238 1.16419 -0.258 0.198 0.002
N -1.11046 1.80163 -1.23166 -0.776 -1.547 -3.395
H -0.42208 -8.51187 0.92955 -0.007 0.022 0.010
C 3.41416 1.55494 3.59867 0.188 0.194 -0.045
C -2.71342 -2.57937 4.19729 0.079 -0.318 0.200
C 1.16093 1.64183 2.65968 1.173 -0.559 1.714
H -1.83540 -0.47340 -4.80782 0.113 -0.121 -0.018
O 1.96834 -0.79995 0.73459 2.589 4.756 0.793
H -3.51213 0.96385 -3.35749 0.100 0.007 -0.049
N -0.66985 -0.79459 -2.11424 0.206 0.946 1.297
C -4.61563 2.52302 1.86247 -0.151 0.195 -0.009
C -0.33394 -4.66542 0.52719 -0.251 -0.129 0.823
H 1.73563 -4.92590 0.03319 -0.060 0.119 0.095
H 1.41288 -0.64112 5.18490 -0.061 -0.002 -0.025
H -1.16998 1.16727 -4.76492 -0.206 -0.037 -0.002
C 5.31097 0.03104 -2.24236 0.890 -0.459 0.433
P -2.71216 0.53461 0.78834 0.428 3.223 2.840
C -2.00172 -3.28716 -3.41245 0.835 0.115 0.094
C 0.68021 -2.90978 -2.45437 -0.866 -2.682 2.328
C -1.03321 0.14945 -4.40801 -0.618 -0.626 -0.076
H -7.97683 2.26899 2.27889 -0.005 -0.002 -0.005
H -1.16076 3.04633 -0.03532 1.001 0.797 -1.329
H -3.84382 3.25900 2.03004 0.228 -0.199 -0.063
H 0.24182 5.56222 5.24849 -0.002 -0.033 0.007
C -2.92770 -0.30749 3.51592 -0.142 0.703 -0.454
N 3.23000 0.95810 -3.11833 0.075 0.288 -0.510
C 2.48912 2.08153 2.70550 -0.381 0.164 -0.348
H -2.85896 2.61666 -3.41895 -0.129 0.058 0.057
C -6.96504 1.98512 2.01605 -0.027 0.137 0.061
C 0.04046 5.44730 4.19084 -0.184 0.013 -0.149
C -0.58655 6.39764 2.08035 -0.160 -0.030 -0.057
N -1.86913 2.29768 1.26648 0.836 -2.507 2.895
H -0.08154 -0.21327 -4.78166 -0.124 -0.362 0.057
H 3.74893 0.16506 5.18812 0.026 -0.019 -0.039
C -0.32319 6.55134 3.43252 0.031 0.021 0.085
C 0.79025 0.63919 3.58836 0.762 0.818 0.992
Y -0.03905 0.00691 0.00260 1.881 -1.219 -0.571
C -0.39847 -7.43441 0.81758 0.001 -0.125 0.026
C -4.33947 1.26191 1.34036 -0.557 -0.435 -1.005
H 4.43376 1.91926 3.59867 -0.002 0.008 -0.080
H -3.14915 -0.96293 5.53469 0.003 0.044 -0.013
C -1.07106 0.10019 -2.89706 -0.902 0.115 -0.476
H -2.15506 2.95521 0.45228 -2.109 -2.024 4.858
C 3.03200 0.57574 4.48689 0.091 -0.183 0.131
H -0.20622 0.26442 3.62870 -0.189 0.253 0.310
```
Forces are in eV/Å.

As for the charge: -1. The strongest force on any atom comes out at 15.8 eV Å⁻¹. For the total energy, the calculation gives -3773.0660 hartree. Its HOMO energy is -3.3 eV.



No. 3
Entry from the OMol25 dataset: a cluster of 2 separate species, C6H18N2P in total at a distorted geometry (ωB97M-V/def2-TZVPD).

The geometry in XYZ format:
```
27
Properties=species:S:1:pos:R:3:forces:R:3
H 1.93685 1.41738 -1.38144 -0.066 -0.331 -0.019
H -0.64732 -2.34346 0.90475 0.578 0.372 0.361
H 3.26115 0.96510 -0.33339 -0.370 0.669 0.285
C 2.18977 1.26970 -0.32277 1.643 0.732 -1.212
H 2.25733 -1.03477 -1.63495 -0.171 0.227 -0.213
H -0.92209 -1.29191 -1.67232 0.726 -0.709 -1.153
P 1.76851 -1.39895 -0.37242 -3.268 1.442 -0.310
C -1.31961 0.24913 -0.41971 -1.393 -0.170 0.859
H 2.01784 -0.22539 2.33788 -0.591 1.201 -0.730
C -1.60699 -1.89259 0.71719 -1.772 -2.656 1.425
C 1.17361 0.25698 1.74240 0.069 -3.206 -0.582
H -1.49304 2.03091 0.73397 0.320 0.578 0.708
N -1.65348 -0.50597 0.60931 0.681 4.901 0.593
N 1.37363 0.28182 0.25719 -0.748 -3.490 0.694
H 0.90288 1.23008 2.04151 -0.062 1.128 0.730
H -1.82414 0.11187 1.48537 0.468 -1.962 -1.727
H -2.32268 -2.16769 1.53356 0.761 -0.002 -0.603
H 0.31609 -0.48373 1.99769 1.204 1.360 -0.569
H 2.98303 -1.69741 0.04006 2.547 -0.127 1.213
H -1.96281 -2.41551 -0.14962 -0.398 0.096 -0.662
H -0.96640 0.43900 -2.52310 0.291 -1.031 0.251
H -2.45987 -0.43134 -1.98376 1.552 0.051 0.045
C -1.32554 -0.31521 -1.79843 -1.961 1.036 0.848
H -0.27305 1.92470 -0.71955 -1.610 0.821 0.756
H -2.13050 2.02598 -0.89151 -0.426 0.986 -0.782
C -1.31119 1.74420 -0.27553 1.841 -2.289 -0.947
H 2.03799 2.25707 0.07763 0.156 0.373 0.742
```
Forces are in eV/Å.

As for the charge: +1. The strongest force on any atom comes out at 5.0 eV Å⁻¹. For the total energy, the calculation gives -689.9497 hartree. Its HOMO energy is -12.5 eV.



No. 4
Entry from the OMol25 dataset: a structure of composition C3H7N3O2 at a distorted geometry (ωB97M-V/def2-TZVPD).

The geometry in XYZ format:
```
15
Properties=species:S:1:pos:R:3:forces:R:3
H -1.75004 1.86138 0.75822 -0.002 -0.050 -0.063
H 2.59943 0.53357 0.59971 0.036 -0.075 -0.064
H 3.05356 -0.41741 -0.83612 0.028 0.041 0.148
C 2.25847 0.17188 -0.38030 -0.006 0.195 -0.521
H -1.81889 -2.77831 -1.15082 0.195 -0.158 0.140
H 2.08067 1.03976 -1.02274 0.105 0.084 0.052
C -0.03886 -0.13869 0.25235 -1.863 -0.103 -0.351
N 1.06930 -0.65172 -0.28258 0.375 0.242 0.348
N -1.99550 1.54331 -0.17782 0.207 -0.131 0.217
N -1.46823 -2.23639 -0.37963 0.536 0.691 -0.368
H 0.61518 0.36615 2.00439 0.003 -0.112 -0.114
H -2.75882 0.87318 -0.07789 0.132 -0.048 0.049
C -0.73178 -1.33591 -0.17431 -0.999 -0.681 0.415
O -0.24254 0.31096 1.56572 0.247 0.313 -0.403
O -0.87193 0.85824 -0.69818 1.006 -0.208 0.515
```
Forces are in eV/Å.

The strongest force on any atom comes out at 1.9 eV Å⁻¹. For the total energy, the calculation gives -433.0483 hartree. Its HOMO energy is -8.2 eV.



No. 5
Entry from the OMol25 dataset: a cluster of 3 separate species, C12H21F3O9S2 in total at a distorted geometry (ωB97M-V/def2-TZVPD).

The geometry in XYZ format:
```
47
Properties=species:S:1:pos:R:3:forces:R:3
F 2.71740 3.08248 -1.08720 -0.350 -1.690 2.344
O 3.19223 -5.17731 0.02289 0.095 0.012 -0.549
C -3.40717 3.34979 -1.13926 -0.079 -0.089 -0.468
H 0.28843 -2.33795 -0.03561 -2.575 -0.804 -0.949
H -2.60068 -0.71446 -2.77268 1.243 1.136 0.500
O 1.44190 -0.01493 0.59315 -0.329 4.228 -2.430
H 3.42498 -3.66766 2.19952 -0.048 -0.179 0.073
H 3.85345 -7.36721 1.39931 0.113 0.069 -0.058
O 0.54116 1.88357 1.75145 1.341 0.499 -4.561
H 5.24554 -6.66558 2.25004 -0.043 0.008 -0.040
H -1.66935 -2.12766 0.26496 1.407 1.272 -0.593
O 1.45302 0.40931 -2.39469 -2.769 2.664 1.234
C -2.82279 4.67251 -1.55153 0.616 0.201 0.211
H -6.01405 4.90962 0.76393 0.093 -0.026 0.106
C 4.44469 -5.42227 0.67846 -0.075 -0.187 0.277
H -4.83160 5.87235 -0.10033 0.078 0.025 0.091
O -0.13134 1.72344 -0.69365 1.988 -0.756 1.286
F 3.72462 1.56968 0.33173 -2.780 1.917 -0.873
H 5.11176 -5.82876 -0.08351 -0.221 0.107 -0.115
C 2.40100 -3.71920 1.83453 0.374 0.541 0.127
H 2.02788 -2.69356 1.82020 -0.178 -0.172 -0.020
H -2.13667 0.21898 -1.28520 0.953 -0.468 -1.246
H 4.89515 -4.49030 1.02532 -0.105 -0.002 0.030
C -5.01285 5.34040 0.83572 -0.061 0.089 -0.153
H -3.54441 5.20346 -2.17385 0.041 -0.042 0.028
C -3.98300 4.25288 1.07314 -0.200 0.297 -0.054
C 2.27370 -4.29186 0.44989 -0.541 0.085 0.023
C 2.63258 2.43401 0.14006 3.811 2.198 0.077
C -1.69314 -0.31781 -2.18464 -2.609 -3.562 -0.016
H -5.00005 6.06588 1.65193 0.001 -0.055 -0.032
O -3.37410 2.39903 -1.88554 -0.074 0.290 0.628
F 2.78984 3.43480 1.12284 -0.932 -2.432 -2.271
H -1.91716 4.48489 -2.13054 -0.241 -0.054 -0.140
H -2.52744 5.30510 -0.71660 -0.195 0.066 -0.019
H -0.34241 -2.18011 -2.63242 0.140 1.460 1.564
H -2.97065 4.64776 1.17765 -0.024 -0.017 -0.101
H 1.79779 -4.31241 2.52330 0.028 0.025 -0.048
O 1.32177 -4.02306 -0.24513 1.119 -0.776 0.170
C 4.28084 -6.44094 1.78984 -0.115 -0.032 0.140
H 3.60279 -6.08541 2.56811 0.110 0.057 -0.008
S 0.29972 1.38061 -2.31257 2.237 -2.534 -4.470
O -4.04489 3.25789 0.04029 0.075 -0.522 0.148
H -4.21633 3.73702 2.00585 0.062 -0.184 -0.205
C -0.87268 -1.64520 -1.76913 0.007 0.561 1.696
S 1.08306 1.43554 0.41284 -2.988 -4.973 7.366
C -0.76969 -2.08478 -0.42858 0.640 0.924 -1.936
O -0.96285 0.53742 -3.10427 0.962 0.825 3.236
```
Forces are in eV/Å.

The strongest force on any atom comes out at 9.4 eV Å⁻¹. For the total energy, the calculation gives -2242.7375 hartree. Its HOMO energy is -7.9 eV.